one) Entry from OMol25: 5 unconnected molecules or ions with the total composition C3H14O5 (ωB97M-V/def2-TZVPD).

* SMILES: C/C=C/O.O.O.O.O
* HOMO energy: -9.12 eV
* E_LUMO: 0.535 eV
* orbital gap: 9.7 eV
* charge: 0

Positions of all 22 atoms, in Å:
C 2.8472 -0.6400 0.6291
C 1.6273 0.2875 0.2224
C 0.5931 0.4068 1.1336
O -0.3175 1.5141 1.1020
H 3.4531 -0.0228 1.3609
H 2.5632 -1.6598 1.0908
H 3.5314 -0.7223 -0.1896
H 1.9037 0.8956 -0.6169
H 0.2383 -0.3888 1.6916
H -1.2614 1.3179 1.3964
O -1.5357 -2.1828 -0.2797
H -0.9100 -2.3606 0.4154
H -0.9182 -1.6129 -1.0381
O -2.4600 -0.5810 1.4727
H -2.2521 -1.1904 0.7861
H -3.4552 -0.4851 1.6174
O -0.2278 2.3389 -2.0062
H -0.0388 2.8035 -1.1663
H 0.3359 2.9002 -2.6281
O 0.2284 -0.9565 -1.7570
H 0.8556 -0.8740 -0.9537
H 0.0503 0.0123 -1.9319



two) Entry from OMol25: 5 unconnected molecules or ions with the total composition C3H14O5 (ωB97M-V/def2-TZVPD).

* SMILES: CCC=O.O.O.O.O
* HOMO energy: -9.81 eV
* E_LUMO: 0.485 eV
* orbital gap: 10.3 eV
* charge: 0

Positions of all 22 atoms, in Å:
C -1.4153 2.4252 0.8754
C 0.1504 1.9487 0.6603
C 0.8313 1.3037 1.9417
O 0.1587 0.9444 2.8736
H -1.6599 2.6208 1.9178
H -2.1001 1.7522 0.4390
H -1.5443 3.4388 0.2234
H 0.3626 1.1528 -0.0762
H 0.7093 2.7741 0.3263
H 1.9639 1.2874 2.0169
O 1.1869 -1.8545 -2.4938
H 1.8069 -1.5931 -1.8254
H 0.7949 -1.0972 -2.7784
O 1.2309 -1.3047 0.8831
H 0.2503 -1.1095 1.1100
H 1.4861 -2.0264 1.4342
O -1.3671 0.2651 -2.1710
H -1.9220 -0.4042 -1.7423
H -1.6660 0.9789 -1.4292
O 0.0834 -3.6361 -0.4706
H 0.0357 -4.6348 -0.5338
H 0.6233 -3.2315 -1.1812



Which structure is most stable, and how do the rest compare? From most to least stable: two), one).



one) Entry from OMol25: a molecular structure, C5H7Br4NO2 (ωB97M-V/def2-TZVPD).

* HOMO energy: -10.17 eV
* E_LUMO: -0.816 eV
* orbital gap: 9.3 eV
* charge: 0

Positions of all 19 atoms, in Å:
C -0.4703 1.3681 0.1503
C 0.0335 -1.0965 0.1702
C 1.0274 0.3387 -1.6726
C -0.1140 0.1552 -0.6812
C 2.6313 0.2313 -1.2021
N 2.9115 -1.0139 -0.4446
O 2.7396 -2.0355 -1.0552
O 3.2685 -0.9041 0.6945
Br 0.9129 1.9856 -2.6842
Br -1.6812 -0.1751 -1.9185
Br 3.7432 0.1690 -2.7737
Br 3.0909 1.7304 -0.0840
H -0.6277 2.2388 -0.4850
H 0.3146 1.5891 0.8707
H -1.3933 1.1746 0.6913
H 0.3470 -1.9564 -0.4194
H -0.9250 -1.3402 0.6254
H 0.7420 -0.9270 0.9796
H 0.9705 -0.4705 -2.4126



two) Entry from OMol25: 2 unconnected molecules or ions with the total composition C5H7Br4NO2 (ωB97M-V/def2-TZVPD).

* SMILES: [O-]/[N+](O)=C(/Br)CBr.C=C(Br)CBr
* HOMO energy: -9.47 eV
* E_LUMO: -0.105 eV
* orbital gap: 9.4 eV
* charge: 0

Positions of all 19 atoms, in Å:
O 0.3611 -1.0996 2.1235
N -0.0353 -1.2062 0.9439
O -1.4016 -1.3356 0.6632
C 0.6954 -1.3439 -0.0751
Br -0.1654 -1.7208 -1.7781
C 2.1908 -1.2212 0.0211
Br 2.9116 -2.8209 -0.7062
H -1.6844 -1.1037 1.5459
H 2.5427 -0.4363 -0.6948
H 2.4713 -1.0084 0.9989
C -1.9567 0.9341 -1.1515
C -0.7096 1.1504 -0.7203
Br 0.6797 1.5020 -1.9448
C -0.4271 1.6784 0.6804
Br -0.0236 3.7495 0.4290
H -2.7173 0.7287 -0.5118
H -2.0000 0.7259 -2.1921
H -1.2286 1.6677 1.3445
H 0.4969 1.1597 1.0245



Which structure is most stable, and how do the rest compare? From most to least stable: one), two).



one) Entry from OMol25: a molecular structure, C37H30N2O4P2S6Ti (ωB97M-V/def2-TZVPD).

* HOMO energy: -1.17 eV
* E_LUMO: 4.044 eV
* orbital gap: 5.2 eV
* charge: -2

Positions of all 82 atoms, in Å:
Ti -1.7035 0.2541 0.3830
O -2.8242 4.1378 0.8932
C -2.7656 2.8111 0.9935
O -1.8729 2.1847 0.3269
C -3.5531 1.9927 1.7951
C -4.6366 2.2928 2.6465
C -5.2965 1.2897 3.2872
C -4.8827 -0.0646 3.0672
C -3.8526 -0.3078 2.2375
N -3.1488 0.6777 1.6016
C -3.2934 -1.6466 1.8910
O -3.7118 -2.6996 2.3236
O -2.2754 -1.5134 1.0686
H -2.6132 4.3117 -0.0535
H -4.9225 3.3321 2.7523
H -6.1353 1.4992 3.9371
H -5.3827 -0.9021 3.5347
N -2.7056 0.1466 -1.4875
C -2.8440 -1.1352 -2.0865
C -4.0721 -1.5188 -2.6229
C -4.2212 -2.7894 -3.1513
C -3.1622 -3.6866 -3.1480
C -1.9437 -3.3087 -2.6052
C -1.7705 -2.0336 -2.0717
P -0.2732 -1.4418 -1.2246
C 0.7800 -0.8745 -2.6020
C 1.7357 0.0966 -2.3377
C 2.5759 0.5564 -3.3403
C 2.4582 0.0501 -4.6250
C 1.4947 -0.9104 -4.9060
C 0.6566 -1.3688 -3.8998
C 0.5177 -2.9809 -0.6486
C 0.2478 -3.4151 0.6477
C 0.8211 -4.5880 1.1215
C 1.6799 -5.3231 0.3169
C 1.9635 -4.8860 -0.9701
C 1.3827 -3.7207 -1.4517
H -3.6022 0.6742 -1.5101
H -2.0135 0.8050 -1.9325
H -4.8812 -0.7971 -2.6191
H -5.1795 -3.0843 -3.5644
H -3.2901 -4.6858 -3.5488
H -1.1278 -4.0189 -2.5661
H 1.8137 0.5040 -1.3467
H 3.3003 1.3291 -3.1111
H 3.0981 0.4236 -5.4161
H 1.3779 -1.2881 -5.9155
H -0.1168 -2.0917 -4.1312
H -0.4120 -2.8359 1.2756
H 0.6039 -4.9156 2.1313
H 2.1379 -6.2302 0.6959
H 2.6461 -5.4458 -1.5993
H 1.6312 -3.3692 -2.4447
S -0.8117 2.3297 -2.8033
S -2.1620 3.8420 -2.3225
S -4.0485 3.4238 -3.0273
S -5.1897 2.4153 -1.6066
S 3.0205 -1.0405 0.6868
P 2.2984 0.5723 1.5255
S 0.3155 0.8749 1.8035
C 2.9082 2.0777 0.6643
C 2.0508 2.9457 -0.0050
C 2.5628 4.0179 -0.7255
C 3.9303 4.2503 -0.7518
C 4.7926 3.3967 -0.0681
C 4.2825 2.3095 0.6260
C 2.9958 0.8123 3.2022
C 2.7664 2.0059 3.8859
C 3.2911 2.1939 5.1556
C 4.0422 1.1898 5.7568
C 4.2698 0.0010 5.0807
C 3.7512 -0.1852 3.8024
H 0.9769 2.7839 0.0129
H 1.8764 4.6541 -1.2712
H 4.3274 5.0913 -1.3085
H 5.8621 3.5706 -0.0872
H 4.9550 1.6248 1.1317
H 2.1665 2.7804 3.4222
H 3.1075 3.1241 5.6803
H 4.4463 1.3362 6.7520
H 4.8519 -0.7865 5.5456
H 3.9268 -1.1027 3.2530



two) Entry from OMol25: a molecular structure, C37H30N2O4P2S6Ti (ωB97M-V/def2-TZVPD).

* HOMO energy (spin up / spin down): -1.58 / -1.58 eV
* E_LUMO (spin up / spin down): 3.931 / 3.855 eV
* orbital gap (spin up / spin down): 5.5 / 5.4 eV
* charge: -2

Positions of all 82 atoms, in Å:
Ti 1.0610 -0.8566 0.1157
O -1.3337 -3.8125 -1.3746
C -0.7401 -2.9167 -0.5360
O 0.2085 -2.1505 -1.0281
C -1.0127 -2.7475 0.7773
C -1.9755 -3.3346 1.6767
C -2.0412 -2.9053 2.9523
C -1.1627 -1.8447 3.4414
C -0.2868 -1.3040 2.5901
N -0.1685 -1.7387 1.2831
C 0.6648 -0.1566 2.8166
O 0.8891 0.3471 3.8823
O 1.2313 0.1815 1.6487
H -0.9512 -3.6400 -2.2436
H -2.6411 -4.1041 1.3055
H -2.7706 -3.3364 3.6278
H -1.2245 -1.4758 4.4563
N 0.0911 0.7128 -1.1162
C 0.0278 0.2613 -2.4761
C -1.1913 0.1641 -3.1315
C -1.2506 -0.3278 -4.4250
C -0.0887 -0.7206 -5.0748
C 1.1240 -0.6503 -4.4021
C 1.2081 -0.1752 -3.0972
P 2.7166 -0.3526 -1.9843
C 3.4748 -1.7978 -2.8493
C 2.8750 -3.0477 -2.6824
C 3.3308 -4.1511 -3.3913
C 4.4006 -4.0321 -4.2688
C 5.0175 -2.7994 -4.4225
C 4.5543 -1.6909 -3.7220
C 3.6895 1.0789 -2.6486
C 3.1046 2.0548 -3.4529
C 3.8394 3.1405 -3.9106
C 5.1754 3.2744 -3.5658
C 5.7699 2.3122 -2.7623
C 5.0326 1.2312 -2.3020
H 0.7474 1.4844 -0.9652
H -0.8149 0.9789 -0.7160
H -2.0949 0.4631 -2.6100
H -2.2099 -0.4037 -4.9230
H -0.1282 -1.1023 -6.0880
H 2.0261 -0.9975 -4.8935
H 2.0542 -3.1502 -1.9872
H 2.8455 -5.1102 -3.2530
H 4.7500 -4.8923 -4.8282
H 5.8668 -2.6941 -5.0880
H 5.0418 -0.7359 -3.8661
H 2.0604 1.9790 -3.7242
H 3.3549 3.8923 -4.5218
H 5.7457 4.1292 -3.9103
H 6.8083 2.4118 -2.4702
H 5.4977 0.5004 -1.6537
S 2.9330 -2.2331 0.7238
S 4.4216 -0.8580 0.2100
S 3.8549 1.7487 0.8675
S 2.4223 2.7693 0.0458
S -4.3566 3.7844 1.1964
P -3.5809 2.1290 1.9734
S -2.5614 0.8564 0.8331
C -4.9348 1.1786 2.7921
C -5.1287 -0.1740 2.5455
C -6.1851 -0.8555 3.1471
C -7.0513 -0.1879 3.9988
C -6.8601 1.1682 4.2514
C -5.8106 1.8451 3.6501
C -2.5400 2.5548 3.4193
C -2.3540 1.6367 4.4510
C -1.5523 1.9529 5.5377
C -0.9243 3.1887 5.6011
C -1.0939 4.1018 4.5699
C -1.8998 3.7875 3.4830
H -4.4348 -0.6858 1.8884
H -6.3265 -1.9114 2.9465
H -7.8725 -0.7185 4.4675
H -7.5363 1.6973 4.9132
H -5.6619 2.9034 3.8309
H -2.8308 0.6651 4.3934
H -1.4011 1.2265 6.3266
H -0.2917 3.4325 6.4466
H -0.5906 5.0608 4.6061
H -2.0500 4.4944 2.6763



Which structure is most stable, and how do the rest compare? From most to least stable: one), two).



one) Entry from OMol25: a molecular structure, C4H7N3S (ωB97M-V/def2-TZVPD).

* HOMO energy (spin up / spin down): -8.33 / -8.33 eV
* E_LUMO (spin up / spin down): -2.837 / -2.836 eV
* orbital gap (spin up / spin down): 5.5 / 5.5 eV
* charge: 0

Positions of all 15 atoms, in Å:
C 1.7969 -0.9593 0.0714
C 1.9630 1.0478 0.3496
C -1.9449 -0.8787 -0.1410
C -1.5917 0.4202 0.5058
N 2.9381 -0.6508 -0.4000
N 3.1009 0.7129 -0.1201
N 1.0644 0.0726 0.4777
S -1.7157 1.9487 -0.2788
H 1.3588 -1.9590 -0.0191
H 1.7384 2.0669 0.7006
H -2.9888 -1.0974 -0.2393
H -1.4857 -1.7983 0.4221
H -1.5097 -0.9156 -1.1542
H -0.8725 0.4272 1.2989
H -1.8517 1.5630 -1.4735



two) Entry from OMol25: a single C4H7N3S molecule (ωB97M-V/def2-TZVPD).

* SMILES: [H]/N=c1/[nH]cc(C)n1S
* HOMO energy: -8.03 eV
* E_LUMO: 0.642 eV
* orbital gap: 8.7 eV
* charge: 0

Positions of all 15 atoms, in Å:
H 2.1694 1.5324 0.0687
N 2.4848 0.5707 0.1089
C 1.3801 0.0006 -0.0055
N 1.3089 -1.4005 0.0026
C -0.0276 -1.9368 -0.1528
C -0.8407 -0.8907 -0.2531
C -2.3418 -0.7998 0.1778
N -0.0292 0.3268 0.1021
S -0.6269 1.8200 -0.1482
H 2.0553 -1.9470 0.2342
H -0.2530 -2.9341 0.0157
H -3.2413 -0.2628 -0.5726
H -2.5502 -0.4406 1.2674
H -2.6016 -1.9777 0.1370
H -0.9190 2.1913 1.1281



Which structure is most stable, and how do the rest compare? From most to least stable: two), one).



one) Entry from OMol25: a single C4H7N3S molecule (ωB97M-V/def2-TZVPD).

* SMILES: N/N=C/[C@H]1CN1C=S
* HOMO energy: -8.41 eV
* E_LUMO: 0.424 eV
* orbital gap: 8.8 eV
* charge: 0

Positions of all 15 atoms, in Å:
N -1.9730 -1.6371 0.2896
N -0.8239 -1.1073 -0.2129
C 0.0881 -0.8540 0.6369
C 1.2431 -0.0205 0.2246
C 1.3067 0.4031 -1.2262
N 1.0086 1.3513 -0.2223
C -0.1171 2.0798 0.0422
S -0.7911 2.2821 1.4949
H -2.3958 -2.3812 -0.3097
H -1.9183 -1.9352 1.2740
H 0.0052 -1.1824 1.6859
H 2.1464 -0.1242 0.8210
H 2.2856 0.5047 -1.7140
H 0.4664 0.0787 -1.8872
H -0.5309 2.5421 -0.8967



two) Entry from OMol25: a single C4H7N3S molecule (ωB97M-V/def2-TZVPD).

* SMILES: S=CNC1=NNCC1
* HOMO energy: -8.25 eV
* E_LUMO: 0.423 eV
* orbital gap: 8.7 eV
* charge: 0

Positions of all 15 atoms, in Å:
S -1.8748 3.6830 0.3865
C -1.3153 2.1674 0.4180
N -0.3929 1.6398 -0.4371
C 0.0857 0.3142 -0.4283
N 0.8791 -0.0409 -1.3441
N 1.1321 -1.3821 -1.1570
C 0.8363 -1.7429 0.2273
C -0.2984 -0.7497 0.5430
H -1.6469 1.4480 1.1496
H -0.0805 2.2298 -1.1968
H 2.1003 -1.6287 -1.4085
H 1.6681 -1.6350 1.0554
H 0.5493 -2.8125 0.3518
H -1.2730 -1.1587 0.2753
H -0.3690 -0.3319 1.5651



three) Entry from OMol25: a single C4H7N3S molecule (ωB97M-V/def2-TZVPD).

* SMILES: [H]/N=c1\sc(C)cn1N
* HOMO energy: -7.57 eV
* E_LUMO: 0.836 eV
* orbital gap: 8.4 eV
* charge: 0

Positions of all 15 atoms, in Å:
H 3.2693 -2.0864 0.1216
N 2.8184 -1.2664 -0.0367
C 1.5966 -0.9813 0.0936
S 0.0166 -1.9858 -0.0450
C -0.9476 -0.5336 -0.0140
C -2.3741 -0.5231 0.0371
C -0.1401 0.5473 -0.1358
N 1.1727 0.2793 -0.0044
N 2.1970 1.2942 0.0495
H -2.7712 -1.3451 -0.6925
H -2.6223 0.4167 -0.3148
H -2.9541 -0.6598 1.0575
H -0.3348 1.6030 -0.2575
H 2.5529 1.5708 -0.7750
H 2.9479 1.0334 0.6776



Which structure is most stable, and how do the rest compare? From most to least stable: two), three), one).